(1)
# C21H36GeIrN3O4S

A molecular structure, C21H36GeIrN3O4S (ωB97M-V/def2-TZVPD, the OMol25 dataset).

XYZ file:
```
67
Properties=species:S:1:pos:R:3:forces:R:3
C 2.118460 -3.914854 -1.006915 0.0 0.1 0.0
C -0.664999 -1.064104 -2.433565 0.0 0.0 0.1
H -1.407294 4.997720 1.476638 0.0 0.0 0.0
C -4.226032 -0.345623 0.821080 0.0 0.0 0.0
H -2.071686 3.139110 3.198615 0.0 0.0 0.0
O -2.013684 -0.339827 1.415922 -0.3 0.1 0.1
O 0.259879 2.096171 0.982555 -0.3 -0.1 0.1
H 3.235918 -5.777687 -0.973537 0.0 0.0 0.0
H -1.930820 -2.678986 0.537992 0.0 0.0 0.0
Ir -0.054324 0.014634 0.604476 0.0 -0.2 0.2
H -0.710824 0.724726 -4.535322 0.0 0.0 0.0
H -1.136978 -1.587371 -3.265167 0.0 0.0 0.0
H 0.809501 2.769252 3.518134 0.0 0.0 0.0
H 2.170568 -3.784033 -2.082106 0.0 0.0 0.0
C 2.719113 -5.022554 -0.402228 0.0 0.0 0.0
H 0.416695 -1.185662 -2.503545 0.0 0.0 0.0
C 2.624612 -5.097929 0.955516 0.0 0.0 0.0
H 0.713010 1.023208 -3.534956 0.0 0.0 0.0
H -2.429555 2.226498 1.722271 0.0 0.0 0.0
C 3.950670 -0.242036 -0.800119 0.0 0.0 0.0
O -0.565783 0.986018 -1.178200 -0.4 -0.1 0.0
S 0.524277 -1.959569 1.966496 0.0 0.2 -0.1
C 1.382392 -3.071972 0.981567 0.0 0.0 -0.1
C -1.658346 2.455682 2.457674 0.0 -0.1 -0.1
H 1.451038 3.942990 2.354623 0.0 0.0 0.0
Ge 0.840770 2.340680 -0.884600 0.1 0.1 0.0
C -0.456662 3.095068 1.794235 0.0 0.2 0.1
N 1.965418 -4.124953 1.616938 0.0 0.0 0.0
C 3.800340 2.211719 -0.374814 -0.1 0.0 0.0
H -3.881986 -3.937601 -0.430599 0.0 0.0 0.0
H -1.005690 -1.539498 -1.504872 0.0 0.0 0.0
H -6.275852 -0.440135 0.280316 0.0 0.0 0.0
C 3.223500 0.843691 -0.028429 0.0 0.2 0.0
H 2.975605 -0.395104 1.730305 0.0 0.0 0.0
C 3.301170 0.613806 1.471876 -0.1 0.0 0.0
H 3.047670 -5.893558 1.552919 0.0 0.0 0.0
C -2.551109 0.599636 -2.467460 0.0 0.0 0.1
H 3.280862 3.009059 0.166060 0.0 0.0 0.0
C -1.045213 0.409246 -2.431826 0.2 -0.1 -0.2
C -4.005547 -2.921068 -0.086435 0.0 0.0 0.0
H 3.459174 -1.198970 -0.639349 0.0 -0.1 0.0
C -0.895472 4.237519 0.887584 0.1 -0.1 0.0
H 3.943877 -0.023938 -1.868716 0.0 0.0 0.0
H -2.806261 1.659446 -2.452529 0.0 0.0 0.0
C -5.338276 -0.976046 0.310425 0.0 0.0 0.0
H 2.674680 1.331529 2.004584 0.0 0.0 0.0
H -1.378871 1.532819 2.968209 0.0 0.0 0.0
O 1.820337 0.792930 -0.456222 0.5 -0.2 -0.2
H 1.898896 -4.164132 2.628295 0.0 0.0 0.0
H -2.964446 0.158554 -3.374639 0.0 0.0 0.0
H 4.986773 -0.312963 -0.467373 0.0 0.0 0.0
C 0.542175 3.576731 2.834722 0.1 0.0 0.0
C -0.372403 1.136662 -3.584908 0.0 0.1 0.1
H 3.735250 2.407634 -1.447089 0.0 0.0 0.0
H 4.850174 2.258697 -0.087642 0.0 0.0 0.0
N 1.465544 -2.971381 -0.341490 0.0 0.0 0.0
H -1.584732 3.882357 0.117195 0.0 0.0 0.0
C -2.917532 -2.254642 0.432414 0.0 0.0 0.0
H -4.214657 0.658509 1.216077 0.0 0.0 0.0
H -0.620176 2.199408 -3.572455 0.0 0.0 0.0
H 0.111615 4.391480 3.416283 0.0 0.0 0.0
N -3.049938 -0.992011 0.868282 0.1 0.0 0.0
H 4.328078 0.734715 1.816490 0.0 0.0 0.0
H -0.039175 4.716010 0.408137 0.0 0.0 0.0
H -6.101181 -2.793865 -0.542225 0.0 0.0 0.0
C -5.234749 -2.280537 -0.149251 0.0 0.0 0.0
H -3.017779 0.118670 -1.606322 0.0 0.0 0.0
```
Forces are in eV/Å.

Properties
Kohn-Sham gap (alpha / beta)	7.28 / 6.43	eV
2S+1	5
F_max	0.01093	hartree/bohr
<S²>	6.0108
net charge	+2

***

(2)
# C2H2FNO2

2 unconnected molecules or ions with the total composition C2H2FNO2 at a distorted geometry (ωB97M-V/def2-TZVPD, the OMol25 dataset).

XYZ file:
```
8
Properties=species:S:1:pos:R:3:forces:R:3
O -1.414321 1.228500 -0.027219 -0.1 0.7 0.0
H -0.161318 -1.803747 0.153055 0.2 -0.3 0.0
C 1.516827 0.530775 -0.008980 -4.1 -3.9 0.5
F 2.657769 -0.060500 -0.020480 -0.1 0.6 -0.1
N -1.392921 0.018436 0.014371 -0.7 -0.6 -0.1
O -2.376563 -0.753194 -0.059611 -0.6 0.4 0.0
H 1.502949 1.594199 -0.198694 0.3 0.5 -0.1
C -0.332421 -0.754467 0.147556 5.1 2.7 -0.2
```
Forces are in eV/Å.

Properties
Kohn-Sham gap (alpha / beta)	7.87 / 6.03	eV
F_max	0.11290	hartree/bohr

***

(3)
# C34H46CdN11OPS2

A molecular structure, C34H46CdN11OPS2 (ωB97M-V/def2-TZVPD, the OMol25 dataset).

XYZ file:
```
96
Properties=species:S:1:pos:R:3:forces:R:3
C -0.935841 1.984450 -5.602764 0.0 0.0 0.0
C -4.720711 3.777496 2.885136 0.0 0.0 0.0
H 0.840232 2.297465 -2.263006 0.0 0.0 0.0
N 3.433467 1.783685 1.484607 0.0 0.0 0.0
H 5.919420 -0.747311 0.501202 0.0 0.0 0.0
H 5.432725 -1.360032 -1.088249 0.0 0.0 0.0
C -0.458926 -4.214068 2.299505 0.0 0.0 0.0
C -1.518080 -2.456115 -2.622834 0.0 0.0 0.0
H -0.536901 -1.119650 1.845119 0.0 -0.1 0.0
N -1.744148 3.603279 4.734519 0.0 0.0 0.0
C -2.644697 -4.269672 -1.462336 0.0 0.0 0.0
C -1.533648 3.841853 -1.927849 0.0 0.0 0.0
C -2.235780 -1.465239 -1.960280 0.0 -0.1 0.0
N -5.416757 4.407980 3.549641 0.0 0.0 0.0
C -0.071558 -2.409169 4.020564 0.1 0.0 0.0
H -4.578041 -4.714644 0.393299 0.0 0.0 0.0
O 2.174978 -0.207317 0.299149 0.0 0.0 0.0
C -1.526200 1.922416 -3.226150 0.0 0.0 0.0
S -4.650240 2.470164 0.552373 0.0 0.2 0.2
H 0.457678 -3.067434 4.714562 0.0 0.0 0.0
N 2.405760 2.069906 -0.908468 0.0 0.0 0.0
C -1.627508 -0.085093 -4.542133 0.0 0.0 0.0
H -1.696492 -3.796157 3.980938 0.0 0.0 0.0
P 3.080736 0.962789 0.096681 -0.1 -0.1 0.1
H 1.393316 2.247947 1.780657 0.0 0.0 0.0
N -1.982588 -2.274083 2.519859 0.0 0.0 0.0
N 0.053821 -2.791361 0.363258 0.1 -0.1 0.0
H -0.508893 4.596912 -5.054547 0.0 0.0 0.0
H -2.636838 -1.812320 3.141702 0.0 0.0 0.0
C -2.609579 2.726548 2.463545 -0.1 -0.1 0.0
H 2.514546 3.529548 2.242820 0.0 0.0 0.0
C 4.770545 2.089245 1.954182 0.0 0.0 0.0
C -1.726499 -3.824961 -2.373762 0.0 0.0 0.0
H 5.509168 1.466593 1.456022 0.0 0.0 0.0
Cd -2.743526 1.201017 -0.382667 0.0 -0.2 -0.1
H 0.977983 -0.446424 1.474597 0.0 0.0 0.0
H 6.325850 1.506098 -0.722020 0.0 0.0 0.0
C -1.056078 4.628823 -2.991587 0.0 0.0 0.0
H 3.204073 3.820098 -1.775935 0.0 0.0 0.0
C -1.750828 0.490608 -3.283010 0.0 0.0 0.0
C 0.970002 -1.774540 3.101503 -0.1 0.0 0.1
H -0.563652 -1.642854 4.626470 0.0 0.0 0.0
C 1.680962 1.626135 -2.093550 0.0 0.0 0.0
H 1.289825 0.622270 -1.940963 0.0 0.0 0.0
H 0.047982 0.112929 2.757431 0.0 0.0 0.0
H -1.873118 -1.126212 -4.678880 0.0 0.0 0.0
H 0.767588 -2.385725 -0.234228 0.0 0.0 0.0
H -1.139868 -4.544019 -2.933594 0.0 0.0 0.0
H 2.348654 2.096180 3.264664 0.0 0.0 0.0
C 2.367405 2.444505 2.227483 0.0 0.0 0.0
N -2.138164 -0.118056 -2.123844 0.0 0.0 0.0
C -5.038445 -2.695783 0.917567 0.0 0.0 0.0
H 5.681867 0.848064 -2.234007 0.0 0.0 0.0
C -3.381569 -3.308998 -0.725679 0.0 -0.1 0.0
C 5.073533 -0.851314 -0.189826 0.0 0.0 0.0
H -1.153270 0.136087 -6.620091 0.0 0.0 0.0
N 0.334494 -0.728092 2.249157 0.1 0.1 -0.1
H -0.883782 5.686276 -2.845917 0.0 0.0 0.0
S -1.376670 1.797071 1.629185 0.0 0.1 0.0
H -0.014575 -5.006712 2.909313 0.0 0.0 0.0
C -1.230056 0.653173 -5.671162 0.0 0.0 0.0
H -1.749530 4.277056 -0.957264 0.0 0.0 0.0
H -0.757368 -2.174760 -3.335232 0.0 0.0 0.0
N 4.508666 0.436673 -0.546056 0.0 0.0 -0.1
C 0.640542 -3.641800 1.399550 0.0 0.0 0.0
C -0.852248 4.025779 -4.199683 0.0 0.0 0.0
H 4.836740 1.898241 3.028275 0.0 0.0 0.0
C 1.639303 -2.825313 2.220549 0.0 0.0 0.0
C 2.675203 3.495336 -0.872736 0.0 0.0 0.0
H 2.354114 -2.343273 1.550991 0.0 0.0 0.0
H -2.523053 -2.746145 1.805127 0.0 0.0 0.0
H 4.311375 -1.471241 0.274574 0.0 0.0 0.0
H 2.200520 -3.495911 2.876464 0.0 0.0 0.0
H -5.177348 -0.538943 1.226962 0.0 0.0 0.0
H 5.027303 3.142341 1.786703 0.0 0.0 0.0
C -1.121927 -3.213144 3.250666 0.0 0.0 0.0
H 2.319057 1.637976 -2.984396 0.0 0.0 0.0
C -2.169875 3.227134 3.732549 0.0 0.1 0.0
H -2.826195 -5.325444 -1.305597 0.0 0.0 0.0
C -3.156909 -1.932010 -0.938070 0.0 0.0 0.0
H -5.801676 -2.943309 1.642638 0.0 0.0 0.0
C -4.366134 -3.664422 0.226220 0.0 0.0 0.0
C -3.874274 2.986624 2.031964 0.0 -0.1 0.0
H -0.570539 -3.325918 -0.231455 0.0 0.0 0.0
H 1.728816 -1.271907 3.703506 0.0 0.0 0.0
H 3.283388 3.752150 -0.007608 0.0 0.0 0.0
C 5.404215 1.307662 -1.281574 0.0 0.0 0.0
C -4.701507 -1.348600 0.681469 0.0 0.0 0.0
C -1.097244 2.643180 -4.361997 0.0 0.0 0.0
H -0.609582 2.542956 -6.470476 0.0 0.0 0.0
N -3.804791 -0.997189 -0.204181 0.1 0.0 0.0
H 1.188546 -4.494770 0.975332 0.0 0.0 0.0
H 1.735802 4.051663 -0.813173 0.0 0.0 0.0
N -1.747904 2.556422 -2.049198 0.0 0.0 0.0
H -1.225706 -4.693098 1.681394 0.0 0.0 0.0
H 4.927091 2.261720 -1.493645 0.0 0.0 0.0
```
Forces are in eV/Å.

Properties
Kohn-Sham gap	6.76	eV
F_max	0.00489	hartree/bohr

***

What E_tot values result from the calculations? In sequence: -3865.83681 -382.14375 -3306.40389 hartree.